Entry 1:
Density functional theory data (ωB97M-V with the def2-TZVPD basis set) for a cluster of 8 separate species, C10H24FN7O17 in total in a non-equilibrium geometry.

```
59
Properties=species:S:1:pos:R:3
O -0.12688 0.47378 2.31457
C -0.15376 0.37296 1.13158
O 0.76944 -0.28137 0.39040
C 0.48857 -0.02463 -0.97984
C -0.94332 0.47059 -0.96283
F -1.83605 -0.56106 -1.10202
O -1.06325 0.97513 0.32874
H 1.12548 0.80853 -1.29255
H 0.66110 -0.82385 -1.69275
H -1.12759 1.19929 -1.74854
C 3.45144 -0.28168 2.80393
N 3.97625 1.05454 2.42456
O 3.38435 1.65499 1.54385
O 4.94186 1.47788 3.01664
H 4.31190 -0.94820 2.74898
H 2.64835 -0.56905 2.13998
H 3.17814 -0.24006 3.85521
C 2.23975 -3.21418 -1.56600
N 1.05795 -3.42404 -0.69555
O 1.25782 -3.72576 0.45910
O -0.04093 -3.31069 -1.20859
H 3.03928 -2.74856 -1.00299
H 1.93446 -2.59492 -2.40562
H 2.52703 -4.17743 -1.98053
C -3.67904 -2.91298 -0.80180
N -4.76494 -3.92577 -0.72618
O -5.25688 -4.30351 -1.77014
O -5.06756 -4.33124 0.37651
H -3.62670 -2.38569 0.14169
H -3.88934 -2.19745 -1.59203
H -2.78251 -3.46844 -1.06408
C -2.04283 -1.69233 3.90414
N -1.64056 -2.56157 2.75383
O -1.76334 -2.10863 1.63535
O -1.22052 -3.66816 3.02041
H -1.70523 -2.17590 4.81215
H -3.11981 -1.57703 3.85216
H -1.50848 -0.75606 3.76456
C -0.29744 5.76508 -2.28127
N -0.99952 4.50331 -2.67161
O -1.60839 3.92756 -1.78929
O -0.94263 4.15408 -3.82781
H -0.16652 5.74368 -1.20775
H -0.95384 6.57337 -2.59527
H 0.63245 5.81853 -2.83687
C 0.95130 2.75988 3.85358
N 1.28301 4.20716 4.06475
O 0.38098 4.92613 4.45999
O 2.40760 4.57682 3.82033
H -0.07217 2.60156 4.15630
H 1.69998 2.21310 4.41796
H 1.09622 2.63322 2.78492
C 0.05698 -0.85673 -5.49898
N 0.87865 -0.20460 -4.43553
O 1.87510 -0.79057 -4.05534
O 0.49537 0.85818 -3.99274
H -0.54218 -0.06077 -5.93111
H -0.57827 -1.60579 -5.04000
H 0.76963 -1.24069 -6.22053
```

Computed properties:
* SMILES: O=C1OC[C@@H](F)O1.C[N+](=O)[O-].C[N+](=O)[O-].C[N+](=O)[O-].C[N+](=O)[O-].C[N+](=O)[O-].C[N+](=O)[O-].C[N+](=O)[O-]
* gap between HOMO and LUMO: 10.14 eV
* E_HOMO: -10.72 eV
* energy above the lowest of the compared OMol25 structures with the same formula, charge and spin: 0.0 kcal/mol
* DFT total energy: -58695.6007 eV
* 2S+1: 1

Entry 2:
Density functional theory data (ωB97M-V with the def2-TZVPD basis set) for a structure of composition C42H48NO3P2RuS in a non-equilibrium geometry.

```
98
Properties=species:S:1:pos:R:3
Ru -1.01843 0.07693 0.91963
C -0.55473 -2.59667 4.78193
C -1.29783 -1.82837 3.69603
C -2.71433 -1.48747 4.15003
O -0.63253 -0.60217 3.39653
C -1.43773 -2.71177 2.37793
O -1.52333 -3.91907 2.51233
O -1.46333 -2.06297 1.30173
H -0.60693 -2.04557 5.72003
H 0.49107 -2.73927 4.51443
H -1.01883 -3.57187 4.90543
H -2.68253 -0.97067 5.10783
H -3.29623 -2.39887 4.25313
H -3.18063 -0.84167 3.41033
H 0.32157 -0.77197 3.39663
C 5.69677 -2.11187 -2.83487
S 5.56707 -0.70817 -3.97557
C 3.74827 -0.57587 -4.03757
C 3.14777 0.15433 -2.83237
C 2.13907 -0.73137 -2.09407
N 1.20787 0.03893 -1.26637
P -0.50803 -0.01177 -1.60317
C -0.36423 -0.02857 -3.45087
C 0.22927 1.05653 -4.09077
C 0.35177 1.07833 -5.46487
C -0.14443 0.02593 -6.21957
C -0.75533 -1.04757 -5.59287
C -0.86503 -1.07817 -4.21017
C -0.96033 1.76953 -1.54737
C -0.13393 2.79273 -1.09997
C -0.56783 4.10373 -1.13887
C -1.83253 4.40553 -1.61947
C -2.65203 3.39373 -2.09547
C -2.21923 2.08403 -2.06367
P 1.46207 0.11443 0.43233
C 3.22267 0.64963 0.43613
C 4.29517 -0.23867 0.50013
C 5.59467 0.23483 0.50863
C 5.84517 1.59663 0.47243
C 4.78637 2.48783 0.40793
C 3.48657 2.01723 0.38823
C 1.63957 -1.61917 0.98533
C 2.20697 -1.82407 2.24443
C 2.26707 -3.09657 2.78103
C 1.77287 -4.17717 2.06613
C 1.21727 -3.97807 0.81353
C 1.13307 -2.70557 0.27713
H 6.75037 -2.35127 -2.73947
H 5.16167 -2.96617 -3.24407
H 5.28847 -1.82917 -1.86847
H 3.36527 -1.59487 -4.11867
H 3.53477 -0.05117 -4.96697
H 2.64157 1.05943 -3.16267
H 3.94437 0.46103 -2.15337
H 2.68367 -1.46037 -1.48437
H 1.55507 -1.28417 -2.83777
H 0.58827 1.88283 -3.49507
H 0.83227 1.91653 -5.94877
H -0.06963 0.05383 -7.29677
H -1.14523 -1.86347 -6.18597
H -1.33923 -1.91757 -3.71587
H 0.85627 2.54923 -0.73657
H 0.08067 4.89463 -0.79147
H -2.17853 5.42683 -1.62857
H -3.62913 3.62833 -2.49317
H -2.84453 1.28853 -2.45367
H 4.11077 -1.30357 0.54723
H 6.41647 -0.46517 0.54143
H 6.86127 1.95843 0.50433
H 4.97937 3.54973 0.37863
H 2.66317 2.71763 0.34493
H 2.60647 -0.97307 2.78953
H 2.69687 -3.24487 3.76173
H 1.81507 -5.17017 2.48963
H 0.83137 -4.81627 0.25593
H 0.65437 -2.56007 -0.68497
C -3.83173 3.33593 1.26643
C -3.24423 2.16863 2.09073
C -3.33393 2.54123 3.58633
C -1.80743 1.95633 1.75893
C -4.05913 0.92623 1.76853
C -3.78953 0.22853 0.58563
C -4.44603 -0.96037 0.29263
C -5.41473 -1.44757 1.15313
C -5.75983 -0.71227 2.27303
C -5.08133 0.45863 2.58283
H -3.28923 4.25623 1.47173
H -4.87803 3.47633 1.53093
H -3.75733 3.11543 0.20403
H -2.59623 3.30593 3.82063
H -3.12653 1.66763 4.20243
H -4.31833 2.93543 3.82593
H -1.19993 2.85553 1.90023
H -3.15553 0.69763 -0.16857
H -4.20023 -1.49677 -0.61267
H -5.91543 -2.37997 0.93723
H -6.55383 -1.05507 2.92213
H -5.35253 0.99093 3.48163
```

Computed properties:
* gap between HOMO and LUMO (alpha / beta): 6.43 / 6.66 eV
* E_HOMO (alpha / beta): -6.94 / -6.90 eV
* energy above the lowest of the compared OMol25 structures with the same formula, charge and spin: 63.1 kcal/mol
* DFT total energy: -83957.5290 eV
* expectation value of S²: 0.797
* 2S+1: 2

Entry 3:
Density functional theory data (ωB97M-V with the def2-TZVPD basis set) for a cluster of 2 separate species, C28H61IN3O2PSi in total in a non-equilibrium geometry.

```
97
Properties=species:S:1:pos:R:3
C -3.33372 7.06138 -2.96001
C -1.98534 6.87743 -2.24882
C -1.93140 5.52675 -1.52044
C -0.72446 5.43033 -0.56571
C 0.05434 4.12455 -0.67130
C -0.82870 2.86539 -0.57632
C -0.91586 2.07351 -1.90585
C -0.09132 0.78645 -1.79401
C -0.94014 -0.36834 -1.28508
C -0.16467 -1.67012 -0.93948
C 1.32178 -1.72063 -1.27625
C 1.64929 -1.81100 -2.77933
C 2.75215 -0.82203 -3.18099
I 2.40310 -3.79966 -3.18282
C -0.90380 -2.84353 -1.58008
N -2.12899 -2.92881 -0.72679
C -2.72210 -4.29570 -0.84882
C -2.84848 -4.77507 -2.29626
C -1.82655 -5.86843 -2.67063
C -1.65856 -2.56783 0.50193
N -2.34788 -2.61542 1.64254
P -4.03701 -3.00048 1.94264
C -5.00401 -2.25814 0.59252
C -4.24918 -4.82593 1.95075
N -0.37855 -2.10297 0.48800
C -0.03599 -0.99895 1.43542
C 0.61579 -1.47611 2.73274
O 2.01082 -1.39068 2.60838
Si 2.91383 -1.04842 3.99428
C 2.11543 -1.74168 5.54390
C 4.61395 -1.80124 3.82941
C 3.01630 0.82241 4.15439
H -3.32296 6.53831 -3.91432
H -3.54788 8.10744 -3.16773
H -4.12877 6.65955 -2.33570
H -1.19489 6.85712 -2.99721
H -1.82200 7.68562 -1.54011
H -2.85477 5.43222 -0.94982
H -1.87919 4.74660 -2.28009
H -0.04005 6.25723 -0.74320
H -1.08749 5.51113 0.45938
H 0.63818 4.09248 -1.58915
H 0.78131 4.05171 0.13493
H -1.82471 3.07024 -0.18721
H -0.33300 2.21181 0.14482
H -1.96691 1.83665 -2.09263
H -0.57412 2.65316 -2.75746
H 0.77120 0.95968 -1.15440
H 0.27333 0.53782 -2.79154
H -1.68622 -0.58936 -2.04581
H -1.50003 0.00632 -0.42593
H 1.78717 -2.52427 -0.71534
H 1.77894 -0.80183 -0.90963
H 0.77556 -1.62419 -3.39264
H 3.37333 -1.21045 -3.98146
H 2.33271 0.12116 -3.52289
H 3.41476 -0.60839 -2.34625
H -1.07360 -2.70884 -2.63766
H -0.30687 -3.73631 -1.37682
H -2.16175 -5.00828 -0.24127
H -3.72359 -4.26222 -0.43119
H -3.83298 -5.23145 -2.37177
H -2.84800 -3.95198 -3.00298
H -2.29257 -6.84047 -2.51743
H -1.53367 -5.82813 -3.71373
H -0.96241 -5.84590 -2.01340
H -1.85771 -2.34689 2.47677
H -5.01134 -1.18694 0.77459
H -6.02730 -2.61173 0.68579
H -4.64559 -2.43681 -0.41913
H -4.52535 -5.17084 2.93679
H -3.34463 -5.31690 1.59820
H -5.02285 -5.08843 1.22870
H -0.96052 -0.48129 1.69723
H 0.59887 -0.26673 0.94918
H 0.21521 -0.86350 3.54354
H 0.33267 -2.52363 2.89151
H 2.70863 -1.47734 6.41739
H 2.02398 -2.82828 5.52630
H 1.11307 -1.34546 5.71110
H 5.28828 -1.21857 4.45257
H 4.62408 -2.83653 4.16171
H 4.93188 -1.75829 2.78975
H 4.04552 1.13242 4.00107
H 2.38340 1.29487 3.40490
H 2.65054 1.14410 5.12701
C 3.21317 2.09436 0.73062
C 4.00061 3.21370 -0.00984
C 5.45224 3.18892 0.51704
O 3.42608 4.41495 0.19490
H 3.18395 2.29948 1.80414
H 2.18195 2.05281 0.35595
H 3.66492 1.09571 0.58475
H 4.06275 2.86592 -1.08185
H 5.46919 3.41530 1.58587
H 6.05140 3.93635 -0.00495
H 5.93477 2.20810 0.36807
```

Computed properties:
* gap between HOMO and LUMO: 3.89 eV
* E_HOMO: -4.54 eV
* DFT total energy: -63855.8909 eV
* 2S+1: 1

Which value of DFT total energy does entry 3 give?
-63855.8909 eV

What is the formula in the second record?
C42H48NO3P2RuS

Which formula does entry 2 have?
C42H48NO3P2RuS